# 1
C36H39B2F4N12PS3W | wB97M-V/def2-TZVPD

XYZ file:
```
98
Properties=species:S:1:pos:R:3:mulliken_charge:R:1
W 0.235 -0.886 1.015 0.878
C -3.907 -1.850 -0.176 -1.713
C -2.441 -1.584 -0.171 0.862
N -1.795 -1.339 0.942 2.533
N -2.589 -1.294 2.040 -1.999
C -2.016 -1.363 3.206 0.405
N -2.795 -1.304 4.302 -0.399
S -0.318 -1.667 3.372 -0.482
C -1.606 -1.698 -1.344 0.654
C -2.113 -2.054 -2.593 -1.311
C -1.262 -2.107 -3.683 -0.867
C 0.079 -1.827 -3.473 -1.137
C 0.522 -1.526 -2.196 -0.051
N -0.289 -1.440 -1.125 0.742
H -4.373 -1.314 0.643 0.463
H -4.087 -2.920 -0.011 0.145
H -4.365 -1.556 -1.121 0.468
H -3.731 -0.945 4.183 0.263
H -2.354 -1.150 5.193 0.281
H -3.164 -2.273 -2.706 0.564
H -1.633 -2.361 -4.673 0.508
H 0.797 -1.848 -4.283 0.549
H 1.571 -1.332 -2.036 0.252
C -1.072 -4.263 0.918 -0.729
C 0.401 -4.046 0.985 0.950
C 1.346 -5.046 1.184 -2.044
C 2.563 -4.413 1.145 0.354
N 2.372 -3.112 0.916 0.246
N 1.031 -2.865 0.840 0.395
B 3.318 -1.897 0.914 0.519
N 2.926 -0.913 -0.233 0.678
C 3.777 -0.394 -1.143 0.019
C 3.332 0.845 -1.517 -1.734
C 2.171 1.072 -0.771 0.671
C 1.411 2.341 -0.690 -1.579
N 1.907 -0.011 -0.039 0.242
N 3.064 -1.118 2.232 0.795
C 3.960 -0.829 3.183 -0.117
C 3.459 0.182 3.967 -1.709
C 2.206 0.483 3.431 0.453
C 1.281 1.556 3.882 -1.073
N 1.965 -0.328 2.388 0.031
N 4.799 -2.164 0.816 0.521
C 5.631 -3.225 0.978 -0.111
C 6.917 -2.775 0.922 -1.115
C 6.810 -1.384 0.734 0.551
C 7.910 -0.386 0.598 -1.295
N 5.544 -1.029 0.684 -1.184
H -1.272 -5.320 1.097 0.460
H -1.464 -4.020 -0.070 0.030
H -1.599 -3.675 1.669 0.078
H 1.158 -6.101 1.333 0.520
H 3.542 -4.848 1.258 0.276
H 4.641 -0.940 -1.473 0.709
H 3.781 1.529 -2.222 0.540
H 2.112 3.138 -0.428 0.480
H 0.631 2.314 0.059 0.024
H 0.973 2.599 -1.656 0.093
H 4.907 -1.353 3.233 0.504
H 3.927 0.664 4.813 0.521
H 1.766 2.156 4.654 0.411
H 0.354 1.158 4.282 0.096
H 1.026 2.211 3.052 0.130
H 5.276 -4.234 1.123 0.386
H 7.822 -3.361 1.003 0.468
H 8.881 -0.881 0.622 0.376
H 7.868 0.348 1.405 0.284
H 7.821 0.158 -0.343 0.292
F -0.502 1.026 1.614 -0.968
B -1.827 1.841 2.318 0.425
F -1.857 1.304 3.551 -0.209
F -2.851 1.458 1.533 -0.070
F -1.466 3.122 2.246 -0.289
S -0.824 2.646 -3.790 -0.380
P -2.260 2.578 -2.412 0.483
S -1.584 1.171 -1.134 -0.145
C -2.517 4.172 -1.576 0.758
C -1.971 5.337 -2.108 -0.481
C -2.134 6.535 -1.429 -0.629
C -2.833 6.562 -0.230 -0.513
C -3.386 5.402 0.289 -0.777
C -3.228 4.203 -0.380 0.042
C -3.824 1.929 -3.083 0.665
C -4.810 1.485 -2.205 -0.167
C -5.958 0.891 -2.705 -0.758
C -6.112 0.728 -4.072 -0.496
C -5.130 1.164 -4.944 -0.700
C -3.980 1.769 -4.455 -0.368
H -1.413 5.297 -3.037 0.360
H -1.709 7.446 -1.838 0.410
H -2.953 7.503 0.301 0.389
H -3.926 5.437 1.228 0.421
H -3.629 3.290 0.038 0.026
H -4.672 1.582 -1.133 0.265
H -6.720 0.544 -2.018 0.457
H -7.010 0.257 -4.466 0.404
H -5.254 1.026 -6.011 0.436
H -3.203 2.106 -5.132 0.388
```

As for the net charge: +1. The total energy comes out at -4104.72543 Ha. Its spin multiplicity is 4. The expectation value of S² is 3.789.

***

# 2
C36H39BO8Si2 | wB97M-V/def2-TZVPD

XYZ file:
```
86
Properties=species:S:1:pos:R:3:mulliken_charge:R:1
C 0.427 -4.002 2.971 -1.281
C -0.147 -5.316 2.450 -0.466
C -1.373 -5.130 1.540 -0.440
C -2.567 -6.006 1.933 -0.610
C -3.586 -6.209 0.792 -0.849
Si -5.001 -4.985 0.805 0.246
O -6.423 -5.772 0.519 -0.094
Si -7.936 -5.610 1.153 -0.026
O -8.874 -4.775 0.091 -0.432
C -9.660 -3.644 0.452 -0.171
C -10.741 -3.976 1.483 -0.965
B -8.761 -7.446 1.488 1.094
O -9.336 -8.112 0.441 -0.520
O -8.851 -7.986 2.747 -0.540
C -7.713 -7.950 3.602 -0.634
H -0.364 -3.404 3.431 0.334
H 0.867 -3.401 2.175 0.321
H 1.188 -4.177 3.734 0.362
H 0.629 -5.879 1.926 0.283
H -0.438 -5.931 3.308 0.346
H -1.115 -5.321 0.495 0.426
H -1.677 -4.079 1.588 0.249
H -3.056 -5.535 2.792 0.239
H -2.205 -6.974 2.290 0.410
H -4.029 -7.205 0.864 0.368
H -3.074 -6.134 -0.171 0.389
H -4.819 -3.942 -0.233 -0.187
H -5.065 -4.312 2.128 -0.157
H -7.832 -4.790 2.396 -0.171
H -9.003 -2.855 0.828 0.232
H -10.116 -3.285 -0.471 0.322
H -10.947 -5.047 1.478 0.214
H -10.461 -3.669 2.490 0.275
H -11.676 -3.470 1.239 0.353
H -10.159 -8.561 0.647 0.296
H -7.522 -6.936 3.966 0.263
H -6.824 -8.323 3.092 0.292
H -7.924 -8.592 4.454 0.246
O 2.507 -1.230 1.988 -0.656
C 3.321 -0.333 2.045 0.541
C 4.399 -0.337 3.076 0.069
C 4.472 -1.403 3.966 -0.492
C 5.477 -1.441 4.917 -0.599
C 6.415 -0.416 4.984 -0.430
C 6.340 0.653 4.107 -0.660
C 5.331 0.698 3.152 0.473
C 5.265 1.868 2.227 0.547
O 6.047 2.788 2.324 -0.664
C 4.201 1.860 1.182 0.324
C 4.133 2.919 0.284 -0.923
C 3.165 2.926 -0.706 -0.402
C 2.261 1.874 -0.805 -0.642
C 2.319 0.819 0.090 -0.471
C 3.287 0.809 1.088 0.165
H 3.734 -2.190 3.893 0.606
H 5.535 -2.272 5.607 0.407
H 7.203 -0.451 5.724 0.384
H 7.055 1.464 4.144 0.475
H 4.847 3.727 0.375 0.513
H 3.120 3.753 -1.404 0.513
H 1.509 1.879 -1.584 0.408
H 1.623 -0.007 0.033 0.496
O 3.812 9.692 -6.889 -0.664
C 4.017 8.905 -5.991 0.535
C 4.193 7.448 -6.263 0.279
C 4.143 7.001 -7.579 -0.598
C 4.328 5.658 -7.859 -0.477
C 4.564 4.755 -6.828 -0.513
C 4.606 5.193 -5.516 -0.618
C 4.417 6.541 -5.228 0.217
C 4.452 6.985 -3.805 0.626
O 4.600 6.189 -2.902 -0.684
C 4.301 8.443 -3.534 0.238
C 4.365 8.892 -2.219 -0.584
C 4.247 10.243 -1.944 -0.523
C 4.064 11.154 -2.979 -0.465
C 3.993 10.712 -4.289 -0.596
C 4.108 9.356 -4.572 0.272
H 3.962 7.721 -8.365 0.480
H 4.291 5.312 -8.884 0.397
H 4.716 3.707 -7.051 0.403
H 4.785 4.508 -4.699 0.507
H 4.510 8.167 -1.430 0.500
H 4.299 10.591 -0.921 0.398
H 3.978 12.210 -2.762 0.397
H 3.847 11.402 -5.109 0.476
```

The total energy comes out at -2601.20680 Ha. As for the SMILES: CCCCC[SiH2]O[Si@@H](OCC)B(O)OC.O=C1c2ccccc2C(=O)c2ccccc21.O=C1c2ccccc2C(=O)c2ccccc21.

***

# 3
C36H39FN6O5PTi | wB97M-V/def2-TZVPD

XYZ file:
```
89
Properties=species:S:1:pos:R:3:mulliken_charge:R:1
Ti -0.399 0.119 -0.626 -0.280
O -2.028 0.565 0.540 -0.289
N -3.026 -0.265 0.608 -1.134
N -2.748 -1.348 0.025 1.736
O -1.576 -1.503 -0.532 -0.052
C -3.748 -2.378 -0.144 0.156
C -3.390 -3.492 -0.873 -0.255
C -4.351 -4.474 -1.086 -0.917
C -5.631 -4.322 -0.576 -0.487
C -5.962 -3.187 0.155 -0.636
C -5.017 -2.198 0.377 -0.316
H -2.393 -3.572 -1.280 0.602
H -4.093 -5.351 -1.663 0.409
H -6.377 -5.084 -0.754 0.413
H -6.962 -3.065 0.547 0.409
H -5.258 -1.302 0.928 0.494
O 0.855 -0.405 1.281 -0.128
C 1.702 -1.582 1.134 3.779
C 1.521 -2.084 -0.329 -0.442
O 1.827 -3.221 -0.603 -0.695
O 1.106 -1.158 -1.143 -0.693
C 1.260 -2.598 2.165 -0.268
C 0.096 -3.333 1.935 -0.131
C -0.393 -4.191 2.905 -0.896
C 0.277 -4.329 4.115 -0.520
C 1.434 -3.602 4.349 -0.876
C 1.923 -2.737 3.378 -0.456
C 3.160 -1.162 1.244 -1.892
C 3.517 0.168 1.420 0.447
C 4.857 0.541 1.432 -0.522
C 5.848 -0.415 1.278 -0.542
C 5.494 -1.750 1.117 -0.800
C 4.160 -2.123 1.097 -0.082
H 0.285 -0.548 2.047 0.375
H -0.415 -3.240 0.984 0.477
H -1.292 -4.763 2.714 0.467
H -0.100 -5.005 4.871 0.402
H 1.961 -3.706 5.288 0.410
H 2.829 -2.173 3.563 0.425
H 2.743 0.913 1.523 -0.155
H 5.121 1.584 1.559 0.435
H 6.891 -0.125 1.286 0.413
H 6.261 -2.504 1.000 0.411
H 3.879 -3.158 0.944 0.471
C 0.500 5.068 2.235 -0.910
N -0.881 4.729 1.902 0.157
C -1.281 5.517 0.736 -0.952
N -0.401 5.357 -0.421 0.158
C 0.967 5.672 -0.013 -0.881
N 1.439 4.889 1.131 0.108
C 1.595 3.477 0.783 -1.331
P 0.002 2.690 0.237 2.926
C -1.034 3.294 1.655 -1.551
C -0.492 4.005 -0.973 -1.579
H 0.824 4.457 3.081 0.399
H 0.527 6.117 2.535 0.308
H -1.273 6.570 1.024 0.297
H -2.298 5.242 0.451 0.395
H 1.003 6.727 0.264 0.307
H 1.638 5.508 -0.858 0.397
H 1.980 2.942 1.655 0.495
H 2.323 3.369 -0.020 0.428
H -0.765 2.742 2.559 0.389
H -2.079 3.064 1.442 0.473
H -1.518 3.816 -1.298 0.426
H 0.150 3.918 -1.852 0.385
F -5.804 -1.935 -3.721 -0.409
C -4.666 -1.240 -3.471 0.429
C -3.469 -1.700 -3.980 -0.690
C -2.309 -0.991 -3.707 -0.275
C -2.312 0.170 -2.926 0.068
C -1.054 0.863 -2.531 -1.102
C -3.555 0.599 -2.449 -0.094
C -4.730 -0.092 -2.714 -0.685
H -3.454 -2.601 -4.580 0.444
H -1.363 -1.355 -4.092 0.357
H -1.185 1.947 -2.518 0.495
H -0.235 0.641 -3.222 0.612
H -3.599 1.498 -1.842 0.187
H -5.687 0.248 -2.339 0.436
C 5.282 0.334 -2.541 -1.562
C 3.918 -0.217 -2.125 0.717
C 2.920 0.838 -1.943 0.321
N 2.132 1.660 -1.794 -0.478
H 5.988 -0.488 -2.648 0.391
H 5.668 1.019 -1.786 0.324
H 5.222 0.864 -3.491 0.403
H 3.992 -0.754 -1.180 -0.381
H 3.523 -0.921 -2.858 0.383
```

The total energy comes out at -3390.65569 Ha. Its spin multiplicity is 2. The expectation value of S² is 0.755.

***

Question: Among the records above, which one has the lowest total energy?
Answer: C36H39B2F4N12PS3W